Formula: C20H55AgFeN6O8
Source: the Open Molecules 2025 dataset
Level of theory: the ωB97M-V functional and the def2-TZVPD basis

Results
- HOMO level (alpha / beta) (eV) = -17.88 / -17.88
- charge = +4
- HOMO-LUMO gap (alpha / beta) (Ha) = 0.18733 / 0.10508
- expectation value of S² = 12.02
- multiplicity = 7

Geometry as XYZ:
```
91
Properties=species:S:1:pos:R:3:forces:R:3
Ag 7.53508 14.48029 -17.57200 0.2 1.0 0.4
Fe 2.75067 12.73383 -20.65051 1.9 0.8 -1.7
N 5.49541 14.27280 -20.44073 1.1 0.3 -0.8
O 6.31542 14.48372 -19.56166 0.0 0.7 -0.8
O 5.47455 14.83267 -21.54802 0.3 0.2 1.0
O 4.69034 13.33360 -20.22807 -2.4 -1.6 0.7
C 9.14012 15.77808 -22.22631 -0.3 -0.4 -1.2
C 8.22650 16.31874 -23.37981 2.8 0.8 3.1
C 7.67888 15.16372 -24.22807 -1.4 0.3 -0.9
O 6.72688 15.72501 -25.12348 1.2 0.0 1.7
C 6.47610 14.89806 -26.21890 -0.6 0.7 -1.8
N 7.10296 17.05856 -22.87771 0.7 -2.9 -1.9
H 8.68880 14.91269 -21.74101 -0.2 0.2 0.3
H 9.45937 16.54975 -21.52581 -0.2 0.0 -0.1
H 10.02781 15.36807 -22.70796 0.2 0.2 0.1
H 8.88285 16.98884 -23.93504 -0.4 0.0 -0.8
H 7.09463 14.48883 -23.60255 0.5 -0.3 0.4
H 8.49706 14.66415 -24.74682 0.1 0.0 0.1
H 6.42485 13.82206 -26.05249 -0.2 0.1 0.6
H 7.22812 15.07141 -26.98865 0.2 0.0 -0.1
H 5.54413 15.33680 -26.57533 -0.1 -0.7 -0.5
H 6.66184 16.48558 -22.17258 -0.7 0.6 1.3
H 6.57101 17.09171 -23.73564 -1.5 1.6 -0.4
C 5.53594 17.09461 -15.43450 -0.5 1.4 -1.2
C 5.61779 17.09004 -17.00149 0.1 -0.5 1.8
C 5.17277 18.39649 -17.63609 -1.1 -0.7 -0.5
O 5.03570 18.31434 -19.07436 -0.8 -0.7 -0.3
C 3.85355 17.63531 -19.57916 0.5 0.6 0.1
N 6.98686 16.80073 -17.42131 0.6 -0.5 -0.4
H 6.02200 17.97075 -15.00527 0.5 0.0 -0.1
H 5.91173 16.20169 -14.93493 -0.2 -0.1 -0.2
H 4.49466 17.33433 -15.21917 -0.2 -0.7 0.4
H 4.98208 16.25498 -17.29584 -0.2 0.1 -0.5
H 5.90888 19.18697 -17.48982 -0.2 0.1 0.3
H 4.20399 18.59057 -17.17576 0.0 0.7 -0.1
H 2.89742 18.03335 -19.23933 0.2 0.0 0.9
H 3.92905 16.55704 -19.43871 -0.1 -0.2 0.4
H 3.70955 17.78472 -20.64922 0.9 0.3 -0.2
H 7.03479 17.23575 -18.33156 0.3 -0.3 -0.8
H 7.57319 17.42193 -16.88241 0.5 -0.1 0.5
C 2.86043 15.78665 -23.45727 -0.6 0.3 -0.1
C 2.14905 14.44852 -23.27195 0.1 0.2 -0.4
C 1.69039 13.67928 -24.52037 -0.2 0.3 -0.7
O 2.75612 13.02798 -25.19492 1.3 1.3 1.1
C 2.55043 12.61065 -26.53780 -2.4 -1.0 0.0
N 3.11142 13.55835 -22.56946 -0.9 -0.4 1.0
H 3.21559 16.20535 -22.51565 0.0 -0.3 0.4
H 2.12293 16.52183 -23.77928 0.3 0.0 -0.6
H 3.73826 15.72725 -24.10070 -0.2 0.0 -0.4
H 1.23318 14.64160 -22.71337 0.0 -0.2 0.3
H 1.18470 14.43069 -25.12680 -0.1 -0.2 -0.4
H 0.96550 12.92234 -24.22092 -0.3 -0.1 0.0
H 1.73451 11.89205 -26.46044 0.0 -0.6 -0.3
H 3.38067 12.06683 -26.98844 0.3 0.6 0.4
H 2.06469 13.34924 -27.17548 0.8 0.6 0.0
H 3.94826 14.11416 -22.46516 0.5 0.0 0.7
H 3.37136 12.94209 -23.32626 0.4 -1.3 -0.2
C 4.48410 10.70633 -17.81048 0.3 -0.8 -0.2
C 4.59421 9.26525 -18.32209 -0.2 0.1 0.1
C 4.67577 8.32823 -17.12194 0.5 0.9 -0.3
O 4.58176 6.95446 -17.46653 0.2 0.1 0.2
C 4.53063 6.10136 -16.37739 0.5 -1.8 0.0
N 3.35940 8.92340 -19.05785 0.8 0.2 0.5
H 3.55170 10.67290 -17.24690 0.1 1.0 0.3
H 4.50947 11.40443 -18.64720 -0.5 0.0 -0.2
H 5.35449 11.03247 -17.24114 -0.2 -0.2 0.5
H 5.48960 9.19354 -18.93952 -0.1 -0.4 -0.1
H 3.84397 8.46994 -16.43191 -0.1 0.3 0.4
H 5.61335 8.48101 -16.58743 0.2 -0.3 0.4
H 4.57141 5.05823 -16.69093 -0.2 0.2 -0.4
H 3.66929 6.26532 -15.72986 -0.5 0.4 0.1
H 5.38512 6.27051 -15.72216 0.4 0.4 0.3
H 3.21883 7.96313 -18.77817 -0.6 -0.5 -1.1
H 2.63033 9.38603 -18.53389 -0.6 0.2 -0.1
C 6.28539 8.37535 -21.62379 -1.5 -0.7 -0.6
C 7.17538 9.53959 -21.80269 1.3 1.7 -0.2
C 6.53775 10.95986 -21.60511 0.0 -1.0 -1.7
O 5.41092 11.16988 -22.48870 -0.9 -0.3 0.9
C 5.65787 10.94818 -23.88297 0.5 0.3 0.4
N 8.32958 9.47871 -20.91866 -0.1 0.8 0.9
H 5.33450 8.47727 -22.14678 0.0 0.0 -0.4
H 5.95720 8.20269 -20.59881 0.5 0.0 0.2
H 6.77266 7.48245 -22.01546 0.0 -0.1 0.2
H 7.60336 9.60666 -22.80291 -0.2 -0.5 -0.2
H 7.19662 11.76757 -21.92384 0.9 -0.2 0.5
H 6.26499 11.08451 -20.55717 -0.5 0.2 0.0
H 4.88339 11.48485 -24.43094 -0.1 -0.2 0.0
H 5.70625 9.89630 -24.16457 -0.3 0.0 0.1
H 6.62589 11.37584 -24.14401 0.2 0.2 -0.1
H 8.82301 8.59800 -20.88730 0.0 -0.2 -0.6
H 7.94367 9.54421 -19.98759 0.2 0.2 0.5
```
Forces are in eV/Å.

Formula: C14H11N3S2
Source: the Open Molecules 2025 dataset
Level of theory: the ωB97M-V functional and the def2-TZVPD basis

Results
- HOMO level (eV) = -8.79
- HOMO-LUMO gap (Ha) = 0.30962

Geometry as XYZ:
```
30
Properties=species:S:1:pos:R:3:forces:R:3
C 0.80298 3.24508 -3.63459 -0.4 -0.1 -1.6
C 1.31020 3.25052 -2.36988 3.5 3.2 -1.2
C 0.68421 2.73024 -1.24805 -4.2 0.1 -7.8
C -0.59935 2.18803 -1.63101 3.4 1.2 -5.5
N -1.16278 2.00027 -3.02180 2.2 1.8 5.3
C -0.44308 2.66798 -3.90088 -0.5 -1.3 0.7
H -0.95697 2.63077 -4.83653 0.5 0.4 -1.1
H -1.08334 1.76968 -0.90402 -3.4 -2.5 3.9
C 1.26154 2.95854 -0.05168 1.5 1.3 9.0
H 0.35864 2.79712 0.76507 2.7 0.5 -1.4
H 1.89787 3.96727 0.27278 -2.1 -2.2 -1.5
S 2.60875 1.69345 0.26068 -2.7 -1.0 0.3
C 1.32226 0.24186 0.61013 7.8 4.7 -0.2
N 0.19728 0.52365 0.98165 -5.3 1.4 -1.5
N -0.60171 -0.52660 1.13212 -7.3 14.1 -1.6
C -0.22104 -1.54312 1.48038 2.7 -14.5 1.8
C 1.03434 -1.95112 1.30077 9.5 2.1 0.7
C 1.97488 -0.85197 0.98905 1.8 -8.7 0.1
H 3.18098 -1.18535 0.93613 -3.6 1.6 -0.2
H 1.59107 -2.86395 1.59431 -1.3 0.3 -0.2
C -1.11016 -2.68863 1.72009 3.4 6.1 -1.8
C -0.93431 -3.80731 2.21256 4.0 -15.2 3.3
C -2.13951 -4.59223 2.51569 -2.4 2.7 0.0
C -3.28004 -3.62352 2.44420 1.5 -7.2 0.9
S -2.58693 -2.35208 1.80787 -9.4 7.8 -1.4
H -4.32230 -4.07471 2.55951 1.5 1.7 -0.4
H -2.46189 -5.66560 2.60032 1.5 1.1 0.3
H 0.08471 -4.55518 2.21936 -2.5 2.7 0.1
H 2.28244 3.98928 -2.27063 -2.2 -2.4 0.1
H 1.31124 3.62760 -4.53362 0.0 0.2 0.9
```
Forces are in eV/Å.